[1]
{
  "formula": "C5H10O",
  "method": "wB97M-V/def2-TZVPD",
  "homo_lumo_gap_ha": 0.382,
  "lumo_energy_ev": 1.2,
  "de_lowest_kcal_mol": 54.2,
  "smiles": "COCC1CC1",
  "elements": ["C", "H", "C", "H", "H", "C", "H", "H", "H", "C", "H", "H", "H", "H", "O", "C"],
  "xyz": [[0.76194, 1.67988, -0.87157], [-0.75745, 1.13589, 0.60564], [-0.58886, 1.22100, -0.47516], [0.80527, -1.85980, -0.95937], [1.40549, -0.85652, 0.37979], [0.38204, 0.27087, -1.20539], [-1.50662, 1.45837, -0.99357], [1.47501, 1.84454, -0.07151], [-0.67581, -2.33522, 1.89650], [0.59673, -0.96312, -0.36063], [-1.66280, -0.84794, 1.98119], [0.23245, 0.06602, -2.27160], [0.10511, -0.74248, 2.15495], [0.80051, 2.36698, -1.70357], [-0.66197, -1.16303, 0.25558], [-0.71104, -1.27544, 1.63873]],
  "forces_ev_per_a": [[0.308, 0.380, -0.092], [0.208, -0.441, -0.641], [-0.133, 0.034, -0.323], [0.174, 0.299, -0.029], [-0.220, 0.066, -0.034], [-0.651, 0.065, 0.238], [0.201, 0.510, -0.202], [-0.014, 0.130, -0.092], [0.027, -0.052, 0.484], [0.091, 0.052, 0.067], [0.160, -0.150, -0.039], [-0.315, 0.225, 0.482], [-0.108, -0.108, -0.191], [0.421, 0.048, -0.070], [-0.128, -0.819, -0.013], [-0.020, -0.239, 0.454]]
}

=====

[2]
{
  "formula": "C2H4NPS",
  "method": "wB97M-V/def2-TZVPD",
  "homo_lumo_gap_ha": 0.335,
  "lumo_energy_ev": 0.8,
  "de_lowest_kcal_mol": 26.7,
  "smiles": "C1=NPCS1",
  "elements": ["P", "H", "C", "H", "H", "C", "H", "S", "N"],
  "xyz": [[1.47538, 0.22156, -0.12454], [-1.12669, 2.47824, 0.25824], [-0.17640, -0.83858, -0.38006], [1.86771, 0.35869, 1.31595], [-0.23967, -1.38432, -1.39556], [-0.61993, 1.67154, -0.06501], [-0.11079, -1.57655, 0.36990], [-1.52568, 0.24904, -0.20759], [0.68532, 1.64566, -0.02268]],
  "forces_ev_per_a": [[0.702, -1.335, -0.181], [-1.759, 3.103, 0.402], [1.765, -0.601, -1.728], [-0.768, -1.002, -0.918], [0.560, 1.072, 1.526], [4.895, -2.027, 0.097], [-0.490, -1.041, 0.944], [-1.713, -0.632, 0.144], [-3.193, 2.464, -0.286]]
}

=====

[3]
{
  "formula": "C56H50ClCrN9O4PS",
  "method": "wB97M-V/def2-TZVPD",
  "homo_lumo_gap_ha": [0.265, 0.264],
  "lumo_energy_ev": [-1.9, -2.0],
  "multiplicity": 5,
  "total_charge": 1,
  "de_lowest_kcal_mol": 4.3,
  "elements": ["C", "H", "C", "H", "H", "S", "H", "N", "C", "H", "C", "H", "H", "C", "C", "H", "O", "C", "C", "H", "C", "H", "H", "H", "H", "H", "H", "C", "P", "H", "C", "Cr", "C", "C", "C", "C", "C", "N", "C", "C", "C", "H", "C", "C", "C", "H", "C", "C", "C", "H", "H", "H", "H", "H", "C", "H", "H", "H", "O", "H", "C", "C", "C", "C", "C", "C", "H", "H", "C", "N", "N", "H", "C", "Cl", "H", "H", "C", "C", "H", "H", "C", "C", "H", "C", "H", "H", "H", "H", "C", "C", "C", "H", "H", "C", "C", "H", "C", "C", "H", "N", "O", "H", "C", "C", "H", "N", "C", "N", "C", "C", "O", "H", "N", "C", "H", "H", "N", "C", "H", "C", "H", "C", "C"],
  "xyz": [[-2.58788, -1.70886, -4.03197], [5.90474, -2.84027, -0.01331], [-2.06087, -7.55859, 2.50267], [-3.49609, -1.27930, -3.61799], [-2.43122, -8.46099, 2.03458], [-0.69275, 3.01390, -3.15547], [0.17461, 1.31574, -5.57808], [4.00252, -2.40866, -0.76876], [-1.70875, -2.25395, 0.32116], [3.20581, -4.32302, -1.16291], [-3.58338, -3.90244, 0.64833], [0.56243, -0.88668, -9.23934], [0.16868, -2.99330, -8.00853], [-1.71023, -7.56369, 3.84568], [4.16258, 0.14813, -3.94216], [-4.26258, -3.06992, 0.48542], [2.45709, 2.16070, 1.44944], [-0.18755, 4.83424, 3.18941], [0.39897, 0.34615, -7.49114], [4.71738, -3.91770, -1.99423], [-1.22929, -6.40500, 4.44057], [-0.96155, -6.40427, 5.48881], [4.84940, -0.25499, -4.67569], [2.95902, -2.88510, 5.03438], [-0.20575, -2.94621, -5.56824], [5.32403, -1.19938, 0.30362], [-2.61274, -2.79131, -3.91691], [-2.53699, 0.40862, 0.09944], [-2.62614, -1.16674, -0.80142], [-2.18035, -6.40580, 0.70211], [5.36730, -1.99372, -0.43730], [0.45608, 0.17529, 0.18253], [0.17068, -2.04890, -7.48063], [-4.10440, 3.35570, 1.50390], [-1.82636, 2.24269, 1.02786], [0.18146, 0.37729, -6.12182], [0.07257, 3.78046, 0.63530], [-0.14952, -0.29685, -1.79444], [2.85254, -3.19065, 4.00058], [3.45024, -4.45267, 3.56807], [-0.14849, -3.17747, 1.49551], [-0.28177, 5.23668, 4.18925], [1.85245, -4.56638, 1.73639], [-0.04635, -2.02105, -6.11064], [0.78377, 5.33108, 2.32549], [-0.73120, -4.33265, 4.15718], [-1.02241, 3.81229, 2.77859], [1.15501, -3.48636, 2.12685], [-1.24838, -3.99548, 1.57508], [2.50158, -0.96875, -4.69960], [3.19726, -3.20321, -2.55239], [0.15580, 3.37317, -0.36783], [-5.43078, 0.14241, 0.95553], [1.69533, 1.66118, -1.40446], [0.29328, 4.37350, -3.12309], [5.65943, 1.32725, -2.94850], [-6.45322, 6.19416, 2.67585], [-5.08757, 0.27160, -0.78210], [0.86453, 1.26624, 3.32487], [1.47769, -5.15515, 0.90590], [0.53435, -0.21921, -2.97902], [-0.25780, -0.73906, -3.97085], [-1.92714, -6.39773, 1.75580], [-0.04016, -0.80884, -5.42588], [-4.75239, 5.67474, 1.47482], [-3.19692, 2.28750, 1.05131], [-3.88274, -4.43680, 1.54589], [-5.28340, 2.08248, 2.77059], [3.75320, -3.53139, -1.67354], [-0.45249, -2.07976, 0.70159], [-1.43638, 1.05990, 0.45706], [0.94911, -1.04116, 4.11528], [2.83010, -0.24606, -3.96263], [1.55521, 1.03040, 1.97034], [4.04551, 2.26506, -1.29483], [-1.81244, -8.46988, 4.42792], [1.92593, 0.27055, -3.03731], [-3.90995, 4.65902, 1.05258], [-2.52538, -1.46326, -5.08776], [1.68939, 5.16335, 0.38906], [3.01870, -5.05281, 2.45153], [2.38431, 1.20165, -2.10614], [-3.63664, -4.57841, -0.20369], [-5.14730, 3.08671, 2.38646], [1.44424, 6.12303, 2.65391], [-3.09460, 4.86977, 0.37172], [-1.76031, 3.40341, 3.45732], [1.82995, 3.42541, -4.01548], [-5.02056, 0.78126, 0.17494], [-1.31823, -0.85908, -2.03668], [-1.09682, -5.24311, 3.69657], [-5.59494, 1.70141, 0.13154], [-4.59449, 6.68469, 1.12034], [-1.44479, -5.23260, 2.34731], [-0.06208, 5.63708, -2.56940], [2.84127, 7.34205, -3.05644], [2.45841, 5.33839, -3.62021], [3.71763, 1.57168, -2.05938], [5.88111, -1.63126, -1.32889], [-3.62925, 1.12052, 0.45544], [0.66201, -1.96250, 3.87819], [3.46381, -5.98610, 2.12989], [0.91642, 4.79988, 1.05435], [2.12619, 6.53478, -3.07804], [0.56504, 1.26957, -8.03020], [-1.42537, -1.14286, -3.35593], [4.61484, 1.04461, -2.98145], [-2.23041, -3.39555, 0.83442], [0.39442, -0.86491, -8.17067], [0.82148, 6.67299, -2.54671], [2.91229, -2.07323, 3.08404], [3.42219, 5.11849, -4.05513], [1.55491, 4.32453, -3.64004], [1.65227, -2.67106, 3.25708], [-1.05673, 5.73107, -2.15993], [4.20351, -4.91721, 4.19175], [2.17195, -0.91454, -0.10105], [-5.99197, 4.10406, 2.80541], [0.52222, 7.61704, -2.10932], [-5.79614, 5.39938, 2.34848], [-6.79577, 3.88638, 3.49604], [3.00678, -1.63442, -0.43530], [-0.89611, 3.28296, 1.49606]],
  "forces_ev_per_a": [[0.052, 0.043, 0.049], [0.016, 0.000, -0.002], [0.003, 0.013, 0.021], [-0.005, -0.006, 0.013], [-0.001, 0.000, -0.001], [0.038, 0.037, -0.032], [-0.038, -0.009, 0.003], [-0.122, 0.010, -0.058], [0.321, 0.156, 0.003], [-0.004, -0.011, 0.003], [-0.004, 0.069, 0.044], [0.000, -0.001, 0.003], [0.000, 0.000, 0.002], [-0.004, 0.015, -0.010], [-0.021, 0.006, 0.027], [0.002, -0.010, -0.006], [-0.375, -0.191, 0.007], [0.039, 0.026, -0.049], [0.011, -0.018, 0.023], [-0.009, -0.017, -0.011], [-0.003, -0.007, -0.007], [0.005, -0.001, -0.001], [0.002, -0.015, 0.015], [0.015, 0.000, 0.019], [-0.002, 0.004, -0.002], [0.000, -0.002, 0.001], [0.000, -0.015, -0.008], [0.014, -0.054, -0.020], [-0.120, 0.066, -0.167], [0.017, -0.004, 0.001], [-0.036, -0.034, 0.007], [-0.860, -0.453, -0.613], [0.000, 0.031, 0.014], [0.027, -0.077, -0.004], [0.112, -0.026, 0.195], [0.025, 0.018, -0.048], [0.018, 0.036, -0.027], [0.230, -0.025, 0.197], [-0.092, -0.003, 0.015], [0.046, 0.049, 0.087], [-0.051, 0.277, -0.191], [0.009, -0.007, 0.003], [0.158, -0.052, -0.019], [0.024, -0.039, -0.021], [-0.050, -0.014, 0.017], [-0.002, -0.008, 0.000], [0.021, -0.017, 0.029], [-0.023, 0.200, -0.305], [-0.029, -0.078, 0.139], [-0.015, 0.007, 0.023], [0.012, -0.008, -0.006], [-0.013, 0.018, 0.010], [-0.001, -0.002, 0.017], [-0.011, 0.017, -0.016], [-0.113, 0.064, 0.053], [-0.007, 0.020, -0.020], [0.004, -0.001, 0.001], [0.019, -0.013, -0.003], [-0.046, -0.010, -0.536], [0.011, -0.005, 0.017], [0.205, -0.025, 0.103], [-0.090, -0.128, -0.035], [0.012, -0.024, -0.016], [-0.062, 0.065, 0.046], [-0.010, -0.006, 0.020], [-0.176, -0.040, -0.125], [-0.010, 0.001, -0.003], [-0.003, 0.000, -0.007], [0.060, 0.040, 0.027], [-0.070, -0.381, 0.534], [0.277, 0.000, -0.168], [-0.173, -0.830, -0.444], [0.100, -0.056, -0.041], [1.154, 0.065, 1.516], [-0.006, -0.004, 0.002], [0.000, 0.002, -0.001], [-0.146, 0.051, -0.010], [0.004, 0.024, -0.030], [-0.012, 0.007, -0.004], [-0.010, 0.008, -0.002], [-0.167, -0.034, -0.114], [-0.087, 0.175, -0.086], [0.001, -0.004, -0.013], [-0.007, 0.015, 0.079], [0.004, -0.007, 0.005], [0.004, -0.012, 0.006], [-0.004, 0.006, -0.013], [0.005, -0.009, 0.021], [0.077, 0.008, 0.014], [-0.159, 0.155, -0.003], [-0.021, -0.007, 0.042], [-0.019, -0.001, -0.015], [-0.001, -0.001, 0.001], [0.089, 0.009, 0.001], [-0.043, -0.070, 0.023], [-0.016, 0.012, -0.006], [-0.052, 0.000, -0.006], [0.024, 0.050, -0.051], [0.012, 0.000, -0.001], [-0.107, 0.138, -0.032], [0.113, 1.180, 0.419], [0.004, 0.019, -0.023], [-0.021, -0.023, -0.036], [-0.026, -0.032, 0.013], [0.003, -0.003, -0.001], [-0.049, 0.056, -0.152], [-0.035, -0.032, 0.015], [-0.182, -0.098, -0.160], [-0.009, -0.007, 0.004], [0.023, 0.053, 0.018], [-0.168, 0.050, 0.010], [0.002, -0.001, 0.001], [0.143, -0.184, -0.003], [0.199, -0.007, -0.214], [0.010, 0.006, 0.012], [0.015, 0.028, -0.002], [-0.113, -0.201, -0.138], [0.013, -0.007, -0.015], [0.008, -0.004, 0.000], [0.017, -0.007, -0.018], [0.000, 0.000, 0.001], [0.347, 0.061, 0.234], [-0.064, 0.007, -0.056]]
}

=====

[4]
{
  "formula": "CAgF4NO2S2",
  "method": "wB97M-V/def2-TZVPD",
  "homo_lumo_gap_ha": [0.331, 0.242],
  "lumo_energy_ev": [-6.0, -8.3],
  "multiplicity": 2,
  "total_charge": 1,
  "elements": ["N", "Ag", "C", "F", "S", "O", "S", "F", "O", "F", "F"],
  "xyz": [[-0.54735, 5.96200, 0.73563], [-2.74235, 3.08409, -1.31110], [-1.26131, 6.97442, -1.60324], [-0.48533, 7.97555, -1.24124], [0.30347, 4.62211, 0.87232], [-2.48763, 4.89737, -0.79296], [-1.94626, 6.12529, -0.05018], [-0.57347, 6.14730, -2.36261], [1.63549, 4.88418, 1.41349], [-2.30947, 7.40881, -2.28202], [0.23850, 3.19191, -0.41809]],
  "forces_ev_per_a": [[2.037, -2.582, -0.179], [-0.359, -3.488, -1.013], [0.272, 0.711, -0.219], [-0.114, 0.116, 0.121], [1.315, 1.078, 0.488], [1.133, 4.138, 2.182], [-1.917, -0.457, -1.872], [0.005, -0.461, 0.297], [-2.262, -0.853, -1.211], [-0.036, -0.056, 0.282], [-0.073, 1.855, 1.125]]
}